This record from OMol25 describes 10 unconnected molecules or ions with the total composition C90H190N10O10 in a non-equilibrium geometry. The level of theory is ωB97M-V with the def2-TZVPD basis set.

Output
E_HOMO ... -7.84 eV
Energy above the lowest of the compared OMol25 structures with the same formula, charge and spin ... 240.1 kJ/mol
SMILES ... CC1(C)CCCC(C)(C)N1O.CC1(C)CCCC(C)(C)N1O.CC1(C)CCCC(C)(C)N1O.CC1(C)CCCC(C)(C)N1O.CC1(C)CCCC(C)(C)N1O.CC1(C)CCCC(C)(C)N1O.CC1(C)CCCC(C)(C)N1O.CC1(C)CCCC(C)(C)N1O.CC1(C)CCCC(C)(C)N1O.CC1(C)CCCC(C)(C)N1O

```
! wB97M-V def2-TZVPD RIJCOSX def2/J DEFGRID3
* xyz 0 1
C 22.08 -31.85 -11.27
C 21.56 -32.80 -12.39
C 22.61 -33.89 -12.72
C 20.29 -33.57 -11.90
C 19.00 -32.79 -12.06
C 18.89 -32.24 -13.49
C 20.09 -31.43 -14.00
C 19.96 -31.41 -15.53
C 19.99 -30.02 -13.43
N 21.31 -32.16 -13.69
O 22.45 -31.81 -14.43
H 23.17 -31.76 -11.31
H 21.64 -30.86 -11.43
H 21.89 -32.15 -10.24
H 23.58 -33.39 -12.83
H 22.60 -34.61 -11.90
H 22.39 -34.32 -13.69
H 20.37 -34.53 -12.40
H 20.33 -33.69 -10.81
H 18.12 -33.39 -11.84
H 19.01 -31.96 -11.35
H 18.01 -31.58 -13.47
H 18.55 -33.00 -14.20
H 18.97 -30.99 -15.75
H 20.15 -32.38 -15.99
H 20.66 -30.71 -15.99
H 20.93 -29.49 -13.62
H 19.87 -29.93 -12.35
H 19.17 -29.44 -13.86
H 22.37 -32.38 -15.20
C 6.57 -35.36 -20.05
C 7.07 -34.25 -19.15
C 6.30 -34.14 -17.84
C 8.56 -34.54 -18.86
C 9.25 -33.35 -18.26
C 9.25 -32.31 -19.43
C 7.84 -31.78 -19.81
C 7.35 -30.73 -18.85
C 7.99 -31.16 -21.20
N 6.97 -32.98 -19.94
O 5.67 -32.69 -20.40
H 5.57 -35.14 -20.41
H 7.28 -35.50 -20.87
H 6.59 -36.32 -19.51
H 6.35 -35.14 -17.39
H 6.62 -33.39 -17.12
H 5.25 -33.98 -18.09
H 8.60 -35.26 -18.03
H 9.03 -35.04 -19.72
H 8.77 -32.88 -17.40
H 10.32 -33.43 -18.04
H 9.80 -32.76 -20.26
H 9.73 -31.42 -19.01
H 6.29 -30.59 -19.06
H 7.94 -29.82 -18.96
H 7.49 -31.04 -17.81
H 7.02 -30.87 -21.62
H 8.35 -31.89 -21.93
H 8.67 -30.31 -21.27
H 5.74 -32.86 -21.34
C 10.01 -27.88 -14.97
C 9.39 -29.29 -14.91
C 9.58 -30.06 -16.23
C 10.10 -29.96 -13.75
C 9.38 -31.25 -13.32
C 7.88 -30.91 -12.96
C 7.10 -30.15 -14.08
C 6.69 -31.20 -15.12
C 5.92 -29.50 -13.39
N 7.96 -29.06 -14.56
O 7.36 -28.45 -15.71
H 9.84 -27.34 -15.91
H 9.52 -27.19 -14.28
H 11.08 -27.72 -14.86
H 10.61 -30.08 -16.61
H 9.30 -31.11 -16.17
H 9.05 -29.61 -17.06
H 11.15 -30.21 -13.92
H 10.05 -29.32 -12.86
H 9.40 -32.06 -14.04
H 9.84 -31.64 -12.40
H 7.84 -30.41 -11.99
H 7.52 -31.94 -12.94
H 6.28 -30.68 -15.98
H 5.98 -31.94 -14.75
H 7.53 -31.83 -15.41
H 6.07 -28.59 -12.81
H 5.39 -30.22 -12.77
H 5.20 -29.13 -14.13
H 7.08 -27.61 -15.33
C 18.56 -36.44 -13.61
C 17.64 -37.32 -14.49
C 17.77 -38.81 -14.05
C 16.16 -36.91 -14.30
C 15.90 -35.55 -14.98
C 16.23 -35.62 -16.47
C 17.66 -36.12 -16.76
C 17.63 -36.52 -18.23
C 18.62 -34.90 -16.55
N 18.01 -37.27 -15.92
O 19.34 -37.72 -16.15
H 18.34 -35.38 -13.63
H 18.39 -36.71 -12.56
H 19.62 -36.68 -13.68
H 17.34 -39.39 -14.87
H 18.83 -39.07 -14.00
H 17.33 -38.99 -13.08
H 15.48 -37.67 -14.68
H 16.03 -36.73 -13.23
H 14.82 -35.43 -14.86
H 16.35 -34.75 -14.39
H 16.10 -34.56 -16.67
H 15.53 -36.25 -17.03
H 17.09 -35.73 -18.75
H 17.10 -37.48 -18.35
H 18.64 -36.81 -18.52
H 19.60 -35.11 -16.96
H 18.77 -34.82 -15.47
H 18.16 -33.98 -16.90
H 19.15 -38.58 -16.54
C 14.91 -31.60 -14.83
C 14.72 -31.25 -16.33
C 14.02 -29.88 -16.34
C 16.13 -31.14 -16.91
C 16.10 -31.01 -18.43
C 15.41 -32.26 -19.01
C 13.97 -32.47 -18.50
C 13.02 -31.41 -19.09
C 13.54 -33.87 -18.86
N 14.02 -32.32 -17.02
O 12.81 -32.73 -16.40
H 13.97 -31.57 -14.28
H 15.38 -32.55 -14.57
H 15.56 -30.83 -14.41
H 14.52 -29.25 -15.59
H 14.04 -29.25 -17.24
H 12.97 -29.83 -16.04
H 16.63 -30.30 -16.44
H 16.65 -32.07 -16.64
H 15.55 -30.11 -18.71
H 17.08 -30.97 -18.90
H 16.03 -33.15 -18.88
H 15.27 -32.08 -20.08
H 12.06 -31.55 -18.58
H 12.95 -31.52 -20.17
H 13.30 -30.40 -18.80
H 13.61 -34.06 -19.93
H 12.50 -34.00 -18.55
H 14.07 -34.68 -18.35
H 13.09 -33.51 -15.91
C 13.49 -28.18 -12.79
C 14.50 -27.16 -12.29
C 15.87 -27.86 -12.07
C 14.80 -26.00 -13.26
C 13.54 -25.13 -13.49
C 13.27 -24.51 -12.10
C 13.07 -25.51 -10.95
C 13.35 -24.76 -9.61
C 11.66 -26.11 -11.01
N 14.11 -26.54 -11.03
O 14.14 -27.45 -9.94
H 12.99 -28.70 -11.96
H 12.67 -27.92 -13.46
H 13.98 -29.06 -13.23
H 16.54 -27.18 -11.54
H 15.76 -28.83 -11.59
H 16.31 -27.99 -13.06
H 15.62 -25.40 -12.86
H 15.12 -26.43 -14.21
H 13.87 -24.39 -14.21
H 12.71 -25.72 -13.87
H 12.34 -23.93 -12.13
H 14.02 -23.74 -11.97
H 13.05 -25.32 -8.73
H 12.69 -23.89 -9.59
H 14.41 -24.51 -9.58
H 11.44 -26.50 -12.01
H 10.89 -25.38 -10.76
H 11.46 -26.93 -10.33
H 15.02 -27.27 -9.58
C 13.58 -38.85 -21.88
C 14.54 -37.67 -22.01
C 14.80 -37.03 -20.63
C 15.88 -38.20 -22.53
C 16.81 -37.11 -23.04
C 16.13 -36.17 -24.00
C 14.84 -35.57 -23.47
C 15.10 -34.46 -22.40
C 14.04 -34.90 -24.61
N 14.01 -36.70 -22.98
O 12.69 -36.31 -22.64
H 13.30 -39.12 -22.91
H 13.93 -39.77 -21.41
H 12.68 -38.58 -21.34
H 14.68 -37.80 -19.86
H 15.80 -36.66 -20.47
H 14.06 -36.26 -20.40
H 16.33 -38.82 -21.75
H 15.74 -38.91 -23.36
H 17.13 -36.52 -22.17
H 17.66 -37.57 -23.54
H 15.90 -36.62 -24.97
H 16.87 -35.39 -24.17
H 15.93 -33.84 -22.75
H 15.38 -34.86 -21.42
H 14.22 -33.85 -22.15
H 13.23 -34.28 -24.22
H 13.75 -35.73 -25.24
H 14.72 -34.19 -25.09
H 12.16 -36.80 -23.27
C 15.45 -26.90 -18.97
C 14.23 -26.00 -19.25
C 14.42 -24.64 -18.51
C 14.14 -25.79 -20.77
C 12.74 -25.32 -21.25
C 11.70 -26.31 -20.74
C 11.71 -26.46 -19.21
C 11.00 -25.36 -18.42
C 10.95 -27.77 -18.97
N 13.07 -26.78 -18.75
O 13.11 -26.74 -17.31
H 15.28 -27.95 -19.18
H 16.34 -26.52 -19.48
H 15.70 -26.89 -17.91
H 14.59 -24.85 -17.46
H 15.22 -24.05 -18.96
H 13.51 -24.03 -18.56
H 14.87 -25.12 -21.23
H 14.32 -26.72 -21.33
H 12.65 -24.31 -20.82
H 12.77 -25.24 -22.34
H 11.94 -27.28 -21.18
H 10.69 -26.13 -21.09
H 10.38 -25.65 -17.58
H 10.35 -24.84 -19.14
H 11.63 -24.53 -18.08
H 9.89 -27.80 -19.25
H 11.09 -28.07 -17.93
H 11.34 -28.61 -19.55
H 13.61 -27.56 -17.18
C 20.91 -32.52 -24.15
C 21.80 -32.94 -22.95
C 23.00 -33.80 -23.40
C 22.40 -31.68 -22.28
C 21.44 -31.01 -21.35
C 21.06 -32.04 -20.30
C 20.27 -33.25 -20.88
C 20.20 -34.28 -19.77
C 18.86 -32.85 -21.32
N 21.10 -33.80 -21.97
O 20.38 -34.82 -22.66
H 20.77 -33.38 -24.80
H 19.95 -32.14 -23.81
H 21.34 -31.75 -24.79
H 23.53 -34.22 -22.55
H 22.81 -34.60 -24.12
H 23.65 -33.22 -24.06
H 23.30 -32.01 -21.75
H 22.69 -31.03 -23.11
H 21.95 -30.20 -20.84
H 20.51 -30.68 -21.82
H 20.42 -31.63 -19.51
H 21.93 -32.49 -19.81
H 19.78 -33.83 -18.86
H 21.14 -34.68 -19.40
H 19.56 -35.13 -20.04
H 18.13 -32.75 -20.50
H 18.30 -33.59 -21.90
H 18.79 -31.96 -21.95
H 20.89 -35.61 -22.44
C 11.31 -29.91 -22.47
C 12.59 -29.48 -23.18
C 12.80 -27.97 -23.04
C 13.73 -30.22 -22.49
C 15.07 -30.10 -23.17
C 14.85 -30.77 -24.54
C 13.74 -30.17 -25.42
C 14.14 -28.83 -26.03
C 13.42 -31.21 -26.48
N 12.52 -30.00 -24.56
O 11.40 -29.55 -25.28
H 10.40 -29.43 -22.82
H 11.14 -30.99 -22.50
H 11.46 -29.68 -21.41
H 13.83 -27.67 -23.26
H 12.15 -27.44 -23.73
H 12.52 -27.68 -22.03
H 13.90 -29.83 -21.48
H 13.46 -31.27 -22.36
H 15.38 -29.06 -23.28
H 15.84 -30.63 -22.61
H 14.73 -31.84 -24.39
H 15.77 -30.67 -25.14
H 14.77 -28.89 -26.92
H 14.58 -28.10 -25.34
H 13.26 -28.24 -26.33
H 13.20 -32.14 -25.96
H 14.32 -31.39 -27.08
H 12.60 -31.01 -27.16
H 10.85 -30.34 -25.32
*
```